Record 1
The following is a quantum chemistry calculation of a structure of composition C15H16N6O4 in a non-equilibrium geometry, from OMol25.

ΔE to the lowest compared entry with this formula, charge and spin ... 136.9 kcal/mol
2S+1 ... 1
Net charge ... 0
Electronic energy ... -1210.1800 Ha
E_HOMO ... -7.3 eV
Gap between HOMO and LUMO ... 0.233 Eh
Lowest unoccupied orbital energy ... -0.9224 eV

Geometry (Å):
N  4.69731  -0.72299  4.71175
C  4.01639  -0.66988  3.75908
C  3.14712  -0.50778  2.62536
C  2.81083  0.73341  2.03009
C  1.86053  0.79862  0.93598
N  1.32272  2.00273  0.49939
O  1.73587  3.11121  0.86576
O  0.31296  1.91927  -0.33810
C  1.12715  -0.28889  0.39920
C  1.45482  -1.51240  1.09190
N  0.48344  -2.48231  1.30951
O  -0.54670  -2.80772  0.77738
O  0.99066  -3.25673  2.47462
N  2.14740  -2.72345  2.99060
C  2.38464  -1.64861  2.17867
H  3.37866  1.63064  2.33658
H  -0.26357  -0.17349  0.36598
C  -2.30843  0.24782  0.83830
C  -2.43358  0.69197  -0.60997
C  -3.61950  -0.01101  -1.26480
C  -2.65000  2.20363  -0.66844
N  -1.20874  0.30169  -1.34747
C  0.08702  0.17285  -0.78790
N  0.78578  -0.40529  -1.82537
C  2.12987  -0.95275  -1.86920
C  0.13225  -0.21339  -3.00458
C  -1.11634  0.24114  -2.70999
H  -1.53112  0.78866  1.38754
H  -3.24946  0.50282  1.34494
H  -2.16985  -0.83415  0.91947
H  -3.82716  0.39100  -2.26487
H  -3.44906  -1.09585  -1.32970
H  -4.49684  0.17456  -0.63319
H  -2.85981  2.52359  -1.69556
H  -3.52454  2.43654  -0.04940
H  -1.77385  2.74553  -0.29166
H  2.42067  -1.48907  -0.95127
H  2.15378  -1.66292  -2.69568
H  2.87053  -0.18900  -2.14041
H  0.54656  -0.44488  -3.98245
H  -1.96838  0.47488  -3.38209

***

Record 2
The following is a quantum chemistry calculation of a cluster of 7 separate species, C15H17B2Br6NO19 in total in a non-equilibrium geometry, from OMol25.

ΔE to the lowest compared entry with this formula, charge and spin ... 0.0 kcal/mol
2S+1 ... 1
Net charge ... -2
Electronic energy ... -17560.5754 Ha
E_HOMO ... -4.1 eV
Gap between HOMO and LUMO ... 0.270 Eh
Lowest unoccupied orbital energy ... 3.2160 eV

Geometry (Å):
N  -0.78973  0.12704  -0.09834
H  -1.13631  0.90415  0.48408
H  -0.32560  0.64421  -0.86276
H  -1.75598  -0.25312  -0.35294
H  -0.23367  -0.49891  0.47568
O  0.24492  -4.14472  -4.16074
C  -0.44799  -3.84182  -3.23690
O  -1.46218  -4.52698  -2.73457
B  -1.88356  -3.90549  -1.46931
O  -1.25073  -2.58075  -1.46338
C  -0.31998  -2.53661  -2.40400
O  0.44286  -1.63681  -2.60291
O  -3.35225  -3.84819  -1.36485
C  -3.70769  -4.25728  -0.16298
O  -4.80715  -4.20938  0.30968
C  -2.49452  -4.98862  0.44711
O  -1.45295  -4.71497  -0.29781
O  -2.51335  -5.62848  1.46583
O  0.11887  2.97125  -4.50719
C  1.15680  2.63048  -4.02486
O  2.33425  2.53893  -4.61696
B  3.35062  2.09077  -3.65112
O  2.64777  2.04664  -2.35994
C  1.35337  2.17236  -2.55192
O  0.51293  2.05864  -1.69978
O  4.51173  2.99577  -3.61754
C  5.59858  2.37906  -4.04163
O  6.67163  2.87553  -4.22796
C  5.20104  0.89221  -4.30250
O  3.92361  0.78105  -4.02192
O  5.94475  0.05162  -4.71338
O  -3.29226  1.85177  -0.50811
C  -3.56266  0.77993  -1.35636
O  -3.28267  -0.37249  -0.94161
O  -3.96420  1.10171  -2.48730
H  -3.48515  2.58738  -1.10554
Br  -4.68749  6.17521  2.57500
C  -3.70700  4.56014  3.07967
C  -2.79661  4.19280  1.93868
Br  -1.66643  2.70714  2.52937
H  -4.46206  3.80761  3.27778
H  -3.12857  4.75407  3.97596
H  -2.10658  5.01028  1.76019
H  -3.28802  3.85243  1.03634
Br  5.75452  1.94168  3.76484
C  3.85424  1.59718  3.33695
C  3.84410  0.55407  2.24688
Br  1.99315  0.01417  1.97121
H  3.41961  2.52701  2.99543
H  3.41406  1.19499  4.24031
H  4.39746  -0.34465  2.50181
H  4.25617  0.91339  1.30786
Br  -1.16017  -1.40640  2.68956
C  -1.10000  -2.88284  3.94788
C  0.03202  -3.83236  3.68213
Br  1.76783  -2.99361  4.00838
H  -2.04465  -3.41888  3.86437
H  -1.02866  -2.47589  4.95253
H  -0.00026  -4.31165  2.70576
H  -0.04979  -4.67178  4.37588

***

Record 3
The following is a quantum chemistry calculation of a structure of composition C15H17BrNO4PdS, from OMol25.

ΔE to the lowest compared entry with this formula, charge and spin ... 7.9 kcal/mol
<S²> ... 6.04
2S+1 ... 5
Net charge ... +3
Electronic energy ... -4036.4018 Ha
E_HOMO (spin up / spin down) ... -18.1 / -18.1 eV
Gap between HOMO and LUMO (spin up / spin down) ... 0.315 / 0.173 Eh
Lowest unoccupied orbital energy (spin up / spin down) ... -9.4930 / -13.3564 eV

Geometry (Å):
Pd  0.20608  -0.45754  -1.11537
O  -0.05403  -2.49328  -1.91512
C  1.13266  -3.28853  -2.10432
C  2.31091  -2.54522  -1.54254
C  3.57905  -3.10004  -1.59970
C  4.64136  -2.41731  -1.03619
C  4.41310  -1.19175  -0.41847
C  3.13291  -0.69168  -0.40331
N  2.10548  -1.35458  -0.96368
H  -0.84284  -3.00179  -2.13849
H  1.27374  -3.48076  -3.16904
H  1.01922  -4.23970  -1.58208
H  3.72328  -4.06103  -2.07621
H  5.63821  -2.83632  -1.07152
H  5.21578  -0.63399  0.04195
H  2.89936  0.25635  0.06264
Br  -6.72391  0.56973  4.12407
C  -5.04182  0.36265  3.49162
C  -3.96503  0.98705  4.18202
C  -2.68205  0.79358  3.72577
C  -2.47247  -0.00232  2.59077
C  -3.53380  -0.59973  1.88787
C  -4.81811  -0.43007  2.33218
C  -1.05202  -0.27979  2.16307
O  -0.28560  -0.48957  3.19445
O  -0.57705  -0.32726  1.04353
H  -4.16508  1.58867  5.05913
H  -1.85002  1.24701  4.24818
H  -3.33597  -1.21402  1.02026
H  -5.65639  -0.89436  1.83011
C  -0.41435  3.75886  -2.88275
S  -0.02326  2.98946  -1.32595
C  1.67799  3.48478  -1.14531
O  0.03500  1.48486  -1.71206
H  0.37982  3.56854  -3.60182
H  -0.53507  4.82699  -2.69717
H  -1.36000  3.33874  -3.21905
H  1.68381  4.55021  -0.90963
H  2.22649  3.28735  -2.06465
H  2.09465  2.93580  -0.30318

***

Record 4
The following is a quantum chemistry calculation of an isolated molecule of C15H17Cl2N3S2, from OMol25.

Structure (SMILES) ... CSCc1cc(N(C)C)nc(SCc2ccc(Cl)cc2Cl)n1
ΔE to the lowest compared entry with this formula, charge and spin ... 0.0 kcal/mol
2S+1 ... 1
Net charge ... 0
Electronic energy ... -2462.8432 Ha
E_HOMO ... -8.5 eV
Gap between HOMO and LUMO ... 0.333 Eh
Lowest unoccupied orbital energy ... 0.5691 eV

Geometry (Å):
C  3.16132  -0.10163  -2.26987
H  3.51601  0.69072  -2.92035
H  3.32174  -1.06938  -2.73717
H  2.11083  0.04373  -2.03605
S  4.12602  -0.00629  -0.73815
C  3.35911  -1.39168  0.16077
C  1.93910  -1.12347  0.54670
N  1.07824  -2.12448  0.31871
C  -0.15171  -1.91674  0.72526
N  -0.63963  -0.84898  1.30495
C  0.19052  0.19218  1.48708
N  -0.32388  1.31047  2.01964
C  -1.68644  1.35289  2.49005
H  -2.15604  0.39885  2.26638
H  -1.70894  1.52504  3.56914
H  -2.23067  2.15624  1.99007
C  0.47975  2.49468  2.20245
H  1.24478  2.34701  2.97051
H  -0.16899  3.31084  2.51088
H  0.96852  2.77849  1.26835
C  1.54546  0.06927  1.10994
H  2.26198  0.85778  1.26000
S  -1.33896  -3.21752  0.40957
C  -1.78614  -2.68675  -1.30829
C  -1.86240  -1.20363  -1.36129
C  -2.90901  -0.49985  -0.76476
C  -2.89565  0.88319  -0.68823
C  -1.81416  1.57676  -1.20259
C  -0.77455  0.91007  -1.82997
C  -0.81281  -0.46939  -1.90402
H  -0.00139  -1.00194  -2.37885
H  0.05359  1.46463  -2.24319
Cl  -1.76053  3.29509  -1.04852
H  -3.71248  1.40581  -0.21748
Cl  -4.24420  -1.34379  -0.08360
H  -2.74389  -3.16653  -1.50043
H  -1.02307  -3.07607  -1.98027
H  3.97122  -1.52420  1.05405
H  3.41730  -2.29143  -0.45141

***

Record 5
The following is a quantum chemistry calculation of a structure of composition C15H17Cl3N2O2Zn in a non-equilibrium geometry, from OMol25.

ΔE to the lowest compared entry with this formula, charge and spin ... 105.6 kcal/mol
2S+1 ... 1
Net charge ... 0
Electronic energy ... -4001.5008 Ha
E_HOMO ... -8.5 eV
Gap between HOMO and LUMO ... 0.229 Eh
Lowest unoccupied orbital energy ... -2.2831 eV

Geometry (Å):
C  2.92715  0.36301  0.61234
C  2.18032  -2.53229  -1.80044
H  2.92988  1.35296  0.13939
H  3.97310  0.00513  0.59859
H  2.59592  0.43987  1.65558
H  1.38682  -3.07799  -2.31169
H  2.69112  -1.87966  -2.54650
H  2.96644  -3.23189  -1.48032
C  0.84295  2.51491  1.10093
C  0.27529  3.79132  1.18146
C  -0.82870  4.06567  0.38434
C  -1.30177  3.05410  -0.45045
H  1.68220  2.25763  1.73290
H  0.71440  4.49850  1.87320
H  -1.31811  5.03702  0.40958
H  -2.15952  3.20904  -1.09675
N  0.46221  1.59224  0.23603
C  -0.64563  1.79874  -0.48279
C  -1.19073  0.67508  -1.27208
N  -0.43905  -0.42562  -1.41086
C  -0.94133  -1.47966  -2.03421
C  -2.98244  -0.35947  -2.54656
C  -2.21830  -1.52133  -2.59760
H  -0.28847  -2.34046  -2.07249
H  -2.57832  -2.44040  -3.04476
C  -2.46899  0.74634  -1.87643
H  -3.04463  1.66583  -1.78624
H  -3.95944  -0.29373  -3.02226
Zn  2.06087  -1.08329  -0.44130
C  0.86234  -2.98813  -0.04281
H  0.66221  -3.95777  -0.54500
H  -0.11926  -2.60728  0.28504
H  1.44020  -3.16842  0.87501
Cl  -2.39713  -0.78454  4.09730
C  -0.71289  -0.44601  3.70491
Cl  -0.33388  1.28825  3.94193
Cl  0.36210  -1.45244  4.70110
C  -0.42709  -0.70363  2.11049
O  -1.41256  -0.53995  1.37081
O  0.75274  -1.04168  1.85061

***

Which formula does entry 3 have? C15H17BrNO4PdS

***

Which of these has the lowest electronic energy? C15H17B2Br6NO19

***

What did the fifth record say?
The following is a quantum chemistry calculation of a structure of composition C15H17Cl3N2O2Zn in a non-equilibrium geometry, from OMol25.

ΔE to the lowest compared entry with this formula, charge and spin ... 105.6 kcal/mol
2S+1 ... 1
Net charge ... 0
Electronic energy ... -4001.5008 Ha
E_HOMO ... -8.5 eV
Gap between HOMO and LUMO ... 0.229 Eh
Lowest unoccupied orbital energy ... -2.2831 eV

Geometry (Å):
C  2.92715  0.36301  0.61234
C  2.18032  -2.53229  -1.80044
H  2.92988  1.35296  0.13939
H  3.97310  0.00513  0.59859
H  2.59592  0.43987  1.65558
H  1.38682  -3.07799  -2.31169
H  2.69112  -1.87966  -2.54650
H  2.96644  -3.23189  -1.48032
C  0.84295  2.51491  1.10093
C  0.27529  3.79132  1.18146
C  -0.82870  4.06567  0.38434
C  -1.30177  3.05410  -0.45045
H  1.68220  2.25763  1.73290
H  0.71440  4.49850  1.87320
H  -1.31811  5.03702  0.40958
H  -2.15952  3.20904  -1.09675
N  0.46221  1.59224  0.23603
C  -0.64563  1.79874  -0.48279
C  -1.19073  0.67508  -1.27208
N  -0.43905  -0.42562  -1.41086
C  -0.94133  -1.47966  -2.03421
C  -2.98244  -0.35947  -2.54656
C  -2.21830  -1.52133  -2.59760
H  -0.28847  -2.34046  -2.07249
H  -2.57832  -2.44040  -3.04476
C  -2.46899  0.74634  -1.87643
H  -3.04463  1.66583  -1.78624
H  -3.95944  -0.29373  -3.02226
Zn  2.06087  -1.08329  -0.44130
C  0.86234  -2.98813  -0.04281
H  0.66221  -3.95777  -0.54500
H  -0.11926  -2.60728  0.28504
H  1.44020  -3.16842  0.87501
Cl  -2.39713  -0.78454  4.09730
C  -0.71289  -0.44601  3.70491
Cl  -0.33388  1.28825  3.94193
Cl  0.36210  -1.45244  4.70110
C  -0.42709  -0.70363  2.11049
O  -1.41256  -0.53995  1.37081
O  0.75274  -1.04168  1.85061